Record 1
{
  "formula": "C51H112N6O3",
  "method": "ωB97M-V/def2-TZVPD",
  "elements": ["C", "C", "C", "C", "N", "C", "C", "C", "C", "C", "H", "H", "H", "H", "H", "H", "H", "H", "H", "H", "H", "H", "H", "H", "H", "H", "H", "H", "H", "H", "C", "C", "C", "C", "N", "C", "C", "C", "C", "C", "H", "H", "H", "H", "H", "H", "H", "H", "H", "H", "H", "H", "H", "H", "H", "H", "H", "H", "H", "H", "C", "C", "C", "C", "N", "C", "C", "C", "C", "C", "C", "C", "H", "H", "H", "H", "H", "H", "H", "H", "H", "H", "H", "H", "H", "H", "H", "H", "H", "H", "H", "H", "H", "H", "H", "H", "C", "C", "C", "C", "N", "C", "C", "C", "C", "C", "C", "C", "H", "H", "H", "H", "H", "H", "H", "H", "H", "H", "H", "H", "H", "H", "H", "H", "H", "H", "H", "H", "H", "H", "H", "H", "C", "C", "C", "C", "N", "C", "C", "C", "C", "C", "C", "C", "H", "H", "H", "H", "H", "H", "H", "H", "H", "H", "H", "H", "H", "H", "H", "H", "H", "H", "H", "H", "H", "H", "H", "H", "N", "O", "O", "O"],
  "coordinates": [[1.268, 3.873, -1.074], [1.558, 3.411, -2.493], [2.376, 2.109, -2.477], [3.149, 1.967, -3.770], [4.170, 0.858, -3.806], [3.574, -0.483, -4.120], [4.718, -1.319, -4.768], [5.741, -0.259, -5.230], [5.072, 1.067, -5.011], [4.957, 0.715, -2.561], [0.708, 3.149, -0.476], [0.759, 4.841, -1.060], [2.195, 4.010, -0.515], [2.153, 4.203, -2.953], [0.626, 3.266, -3.041], [1.729, 1.240, -2.340], [3.062, 2.125, -1.630], [3.730, 2.862, -4.008], [2.509, 1.788, -4.635], [3.096, -0.964, -3.271], [2.853, -0.329, -4.924], [5.187, -1.961, -4.017], [4.346, -2.020, -5.512], [6.699, -0.385, -4.735], [5.945, -0.343, -6.299], [5.715, 1.908, -4.754], [4.433, 1.363, -5.841], [5.687, -0.080, -2.683], [4.269, 0.474, -1.752], [5.519, 1.615, -2.317], [5.043, -2.935, -0.745], [4.612, -4.334, -1.184], [3.633, -4.320, -2.343], [3.025, -5.702, -2.584], [2.105, -5.835, -3.781], [1.626, -7.274, -3.873], [2.596, -7.976, -4.822], [3.509, -6.895, -5.430], [2.781, -5.587, -5.126], [0.983, -4.860, -3.669], [5.734, -3.016, 0.092], [4.174, -2.382, -0.367], [5.460, -2.306, -1.534], [4.130, -4.779, -0.313], [5.496, -4.916, -1.453], [4.048, -3.992, -3.301], [2.852, -3.568, -2.165], [2.446, -6.101, -1.753], [3.844, -6.398, -2.782], [0.605, -7.195, -4.248], [1.561, -7.733, -2.890], [2.117, -8.621, -5.555], [3.211, -8.674, -4.251], [3.689, -7.044, -6.488], [4.453, -6.858, -4.888], [2.005, -5.385, -5.859], [3.427, -4.733, -4.961], [1.360, -3.856, -3.831], [0.537, -4.977, -2.684], [0.286, -5.079, -4.474], [-7.381, 6.501, -1.457], [-6.860, 5.087, -1.142], [-5.362, 4.922, -1.372], [-4.556, 5.543, -0.261], [-3.041, 5.537, -0.474], [-2.354, 5.972, 0.812], [-1.272, 7.000, 0.439], [-1.376, 7.230, -1.074], [-2.721, 6.628, -1.474], [-2.521, 4.230, -0.996], [-2.833, 3.020, -0.120], [-2.155, 1.789, -0.717], [-6.873, 7.276, -0.883], [-8.427, 6.573, -1.158], [-7.328, 6.668, -2.531], [-7.366, 4.393, -1.811], [-7.107, 4.865, -0.100], [-5.101, 5.429, -2.315], [-5.118, 3.878, -1.567], [-4.684, 4.938, 0.642], [-4.828, 6.574, -0.065], [-1.958, 5.091, 1.302], [-3.138, 6.441, 1.400], [-0.301, 6.563, 0.676], [-1.368, 7.897, 1.044], [-0.569, 6.717, -1.597], [-1.351, 8.289, -1.313], [-2.751, 6.223, -2.480], [-3.480, 7.400, -1.372], [-1.440, 4.351, -1.081], [-2.984, 4.105, -1.972], [-3.904, 2.845, -0.059], [-2.400, 3.209, 0.863], [-2.339, 1.655, -1.784], [-2.528, 0.880, -0.234], [-1.082, 1.772, -0.515], [-1.956, 3.083, 8.196], [-0.809, 3.962, 7.671], [0.045, 3.233, 6.633], [-0.749, 2.732, 5.445], [0.107, 1.874, 4.521], [0.430, 0.555, 5.188], [-0.176, -0.571, 4.349], [-1.358, 0.111, 3.694], [-0.786, 1.472, 3.337], [1.364, 2.519, 4.037], [1.170, 3.783, 3.236], [2.510, 4.221, 2.611], [-2.821, 3.142, 7.527], [-2.336, 3.399, 9.165], [-1.645, 2.038, 8.269], [-0.156, 4.214, 8.508], [-1.211, 4.913, 7.318], [0.610, 2.455, 7.151], [0.773, 3.961, 6.261], [-0.969, 3.609, 4.838], [-1.599, 2.103, 5.685], [1.494, 0.446, 5.385], [-0.045, 0.581, 6.168], [0.562, -0.968, 3.656], [-0.502, -1.342, 5.048], [-1.644, -0.414, 2.778], [-2.274, 0.219, 4.277], [-0.165, 1.368, 2.445], [-1.523, 2.260, 3.204], [1.836, 1.751, 3.420], [2.000, 2.679, 4.907], [0.712, 4.598, 3.797], [0.495, 3.551, 2.402], [3.322, 3.892, 3.263], [2.555, 5.309, 2.604], [2.664, 3.825, 1.614], [1.829, -5.880, 1.152], [0.506, -6.501, 0.726], [-0.750, -5.784, 1.212], [-0.916, -4.368, 0.701], [-2.306, -3.817, 0.829], [-3.416, -4.628, 0.202], [-4.496, -3.663, -0.261], [-3.782, -2.300, -0.436], [-2.363, -2.512, 0.055], [-2.580, -3.662, 2.302], [-3.826, -2.907, 2.726], [-3.772, -2.678, 4.232], [2.642, -6.473, 0.734], [1.906, -5.861, 2.244], [2.059, -4.826, 0.948], [0.451, -7.494, 1.178], [0.478, -6.723, -0.349], [-0.724, -5.774, 2.304], [-1.615, -6.380, 0.909], [-0.520, -4.229, -0.307], [-0.309, -3.655, 1.268], [-3.711, -5.486, 0.797], [-2.941, -5.051, -0.693], [-5.272, -3.538, 0.488], [-5.003, -3.962, -1.173], [-4.353, -1.486, 0.007], [-3.734, -2.048, -1.497], [-1.833, -1.755, 0.636], [-1.725, -2.682, -0.809], [-1.741, -3.109, 2.742], [-2.546, -4.653, 2.747], [-4.716, -3.503, 2.528], [-3.881, -1.956, 2.196], [-2.924, -2.041, 4.497], [-3.558, -3.623, 4.739], [-4.715, -2.281, 4.589], [1.499, -0.042, 0.342], [0.522, -0.751, 0.684], [1.621, 1.106, 0.809], [2.287, -0.443, -0.531]],
  "de_lowest_kcal_mol": 0.0,
  "homo_ev": -16.46,
  "max_force_ha_per_bohr": 0.0364,
  "total_charge": 4,
  "total_energy_ev": -69751.7530
}

Record 2
{
  "formula": "C51H116N4O9",
  "method": "ωB97M-V/def2-TZVPD",
  "elements": ["C", "C", "C", "O", "H", "H", "H", "H", "H", "H", "H", "H", "C", "C", "C", "O", "H", "H", "H", "H", "H", "H", "H", "H", "C", "C", "C", "O", "H", "H", "H", "H", "H", "H", "H", "H", "C", "C", "C", "O", "H", "H", "H", "H", "H", "H", "H", "H", "C", "C", "C", "O", "H", "H", "H", "H", "H", "H", "H", "H", "C", "C", "C", "C", "C", "C", "N", "O", "C", "C", "C", "H", "H", "H", "H", "H", "H", "H", "H", "H", "H", "H", "H", "H", "H", "H", "H", "H", "H", "H", "C", "C", "C", "C", "C", "C", "N", "O", "C", "C", "C", "H", "H", "H", "H", "H", "H", "H", "H", "H", "H", "H", "H", "H", "H", "H", "H", "H", "H", "H", "C", "C", "C", "C", "C", "C", "N", "O", "C", "C", "C", "H", "H", "H", "H", "H", "H", "H", "H", "H", "H", "H", "H", "H", "H", "H", "H", "H", "H", "H", "C", "C", "C", "C", "C", "C", "N", "O", "C", "C", "C", "H", "H", "H", "H", "H", "H", "H", "H", "H", "H", "H", "H", "H", "H", "H", "H", "H", "H", "H"],
  "coordinates": [[-3.904, -22.457, -16.322], [-4.698, -22.369, -17.658], [-4.361, -21.046, -18.326], [-4.308, -23.424, -18.583], [-3.946, -23.350, -15.667], [-4.304, -21.772, -15.557], [-2.821, -22.427, -16.365], [-5.810, -22.435, -17.428], [-3.304, -20.823, -18.371], [-4.853, -20.344, -17.680], [-4.840, -20.916, -19.303], [-4.412, -24.350, -18.260], [3.353, -25.450, -13.527], [3.238, -24.278, -14.548], [4.537, -23.493, -14.380], [3.093, -24.591, -15.920], [4.325, -25.991, -13.641], [2.615, -26.248, -13.814], [3.184, -25.134, -12.501], [2.331, -23.696, -14.240], [4.943, -23.635, -13.381], [4.291, -22.409, -14.408], [5.224, -23.800, -15.219], [2.183, -24.554, -16.179], [-1.930, -25.299, -16.947], [-0.842, -25.403, -15.848], [-0.245, -26.833, -15.800], [0.234, -24.528, -16.029], [-1.642, -25.933, -17.801], [-2.003, -24.255, -17.273], [-2.826, -25.704, -16.515], [-1.325, -25.156, -14.863], [0.491, -26.808, -16.539], [-0.951, -27.653, -15.826], [0.269, -26.943, -14.869], [-0.016, -23.655, -16.330], [-2.297, -23.611, -21.993], [-1.415, -23.556, -20.750], [0.042, -23.249, -21.007], [-1.922, -22.478, -19.869], [-2.248, -24.555, -22.537], [-2.070, -22.789, -22.646], [-3.302, -23.583, -21.644], [-1.506, -24.461, -20.174], [0.157, -22.281, -21.505], [0.345, -24.072, -21.670], [0.711, -23.280, -20.186], [-2.748, -22.932, -19.570], [0.683, -20.669, -18.671], [0.252, -21.039, -17.269], [-0.658, -19.965, -16.643], [-0.567, -22.207, -17.341], [-0.192, -20.621, -19.336], [1.318, -21.450, -19.048], [1.181, -19.689, -18.692], [1.124, -21.295, -16.665], [-1.603, -19.785, -17.165], [-0.139, -19.003, -16.470], [-1.034, -20.418, -15.708], [-0.818, -22.289, -18.280], [-4.924, -14.029, -16.762], [-5.104, -15.345, -15.937], [-5.551, -16.396, -16.941], [-5.540, -17.796, -16.328], [-4.165, -18.142, -15.852], [-3.602, -17.134, -14.867], [-3.777, -15.743, -15.516], [-3.238, -14.781, -14.646], [-4.268, -17.196, -13.479], [-2.033, -17.291, -14.644], [-6.251, -15.122, -14.858], [-5.828, -13.702, -17.242], [-4.196, -14.247, -17.588], [-4.559, -13.279, -16.127], [-6.573, -16.231, -17.197], [-4.949, -16.359, -17.872], [-5.903, -18.533, -17.061], [-6.242, -17.884, -15.539], [-3.473, -18.282, -16.715], [-4.105, -19.059, -15.311], [-3.616, -17.841, -12.905], [-4.266, -16.230, -13.007], [-5.291, -17.618, -13.526], [-1.827, -18.273, -14.306], [-1.479, -17.106, -15.578], [-1.565, -16.536, -14.058], [-5.888, -14.571, -13.964], [-6.840, -15.957, -14.553], [-6.974, -14.456, -15.356], [-3.706, -14.936, -13.810], [7.304, -26.152, -19.237], [6.105, -25.224, -19.325], [5.782, -24.833, -20.785], [5.141, -25.991, -21.540], [3.786, -26.277, -20.869], [4.032, -26.768, -19.410], [4.917, -25.800, -18.771], [5.057, -26.202, -17.380], [2.677, -26.777, -18.598], [4.680, -28.191, -19.375], [6.365, -23.860, -18.627], [8.264, -25.534, -19.168], [7.392, -26.912, -20.019], [7.260, -26.740, -18.272], [5.094, -24.008, -20.725], [6.698, -24.457, -21.265], [5.675, -26.933, -21.442], [4.993, -25.795, -22.599], [3.241, -27.126, -21.336], [3.121, -25.384, -20.868], [2.789, -26.975, -17.522], [2.082, -25.906, -18.681], [2.140, -27.586, -19.083], [4.060, -28.886, -19.904], [5.682, -28.121, -19.716], [4.723, -28.528, -18.292], [7.157, -23.357, -19.262], [6.671, -23.947, -17.569], [5.473, -23.238, -18.714], [4.501, -25.566, -16.940], [-1.946, -23.457, -11.755], [-0.700, -22.533, -11.996], [-1.209, -21.093, -11.836], [-0.004, -20.155, -11.859], [0.925, -20.480, -10.739], [1.470, -21.858, -10.831], [0.374, -22.809, -10.989], [1.005, -24.037, -11.242], [2.559, -21.880, -11.960], [2.166, -22.199, -9.530], [-0.180, -22.792, -13.460], [-1.663, -24.521, -11.724], [-2.696, -23.308, -12.520], [-2.325, -23.198, -10.765], [-2.057, -20.865, -12.576], [-1.690, -21.089, -10.847], [-0.328, -19.159, -11.769], [0.647, -20.097, -12.814], [0.492, -20.288, -9.749], [1.889, -19.895, -10.698], [3.489, -21.344, -11.762], [2.946, -22.865, -12.103], [2.206, -21.570, -12.949], [2.972, -21.506, -9.249], [1.509, -22.106, -8.571], [2.706, -23.142, -9.532], [0.125, -23.807, -13.716], [0.654, -22.141, -13.782], [-0.967, -22.490, -14.169], [1.348, -23.925, -12.160], [-0.874, -14.669, -17.243], [-0.315, -15.447, -18.479], [-1.112, -16.712, -18.590], [-0.976, -17.365, -19.961], [-1.260, -16.386, -21.114], [-0.389, -15.129, -21.009], [-0.527, -14.631, -19.651], [0.293, -13.460, -19.580], [1.135, -15.548, -21.361], [-0.705, -13.978, -21.957], [1.103, -15.754, -18.043], [-1.950, -14.521, -17.440], [-0.363, -13.742, -17.158], [-0.801, -15.317, -16.337], [-0.863, -17.366, -17.811], [-2.122, -16.368, -18.484], [-1.655, -18.224, -19.889], [0.012, -17.827, -19.957], [-2.304, -16.087, -21.104], [-1.141, -16.795, -22.184], [1.811, -14.691, -21.204], [1.337, -16.419, -20.659], [1.236, -15.940, -22.420], [0.127, -13.347, -21.878], [-0.749, -14.435, -22.932], [-1.587, -13.456, -21.676], [1.092, -15.847, -16.992], [1.872, -15.022, -18.248], [1.622, -16.656, -18.428], [1.176, -13.643, -19.313]],
  "de_lowest_kcal_mol": 47.7,
  "homo_ev": -7.79,
  "max_force_ha_per_bohr": 0.0571,
  "total_energy_ev": -79149.2405
}